Entry from the OMol25 dataset: a molecular structure, C17H15N3O3Rb in a non-equilibrium geometry (wB97M-V/def2-TZVPD).

Positions of all 39 atoms, in Å:
Rb (-1.274, 0.901, 1.261)
N (1.857, 0.707, -0.333)
C (2.285, 1.408, 0.902)
C (0.664, 1.871, 2.886)
O (0.508, 1.740, 4.100)
O (0.056, 2.725, 2.126)
H (2.022, -0.286, -0.201)
H (2.442, 0.999, -1.108)
H (2.066, 2.467, 0.788)
H (3.360, 1.294, 1.089)
O (-2.979, 2.840, 0.449)
C (-3.392, 3.266, -0.829)
C (-2.972, 2.311, -1.927)
C (-3.629, 2.295, -3.155)
C (-3.162, 1.450, -4.140)
C (-2.064, 0.645, -3.886)
C (-1.483, 0.719, -2.627)
N (-1.932, 1.531, -1.675)
H (-2.022, 2.939, 0.527)
H (-3.003, 4.264, -1.056)
H (-4.478, 3.345, -0.804)
H (-4.490, 2.932, -3.316)
H (-3.657, 1.415, -5.104)
H (-1.666, -0.027, -4.633)
H (-0.621, 0.110, -2.371)
N (2.673, -7.001, 0.868)
C (2.466, -5.886, 1.103)
C (2.204, -4.513, 1.392)
C (1.185, -3.805, 0.723)
C (0.921, -2.490, 0.978)
C (1.680, -1.721, 1.965)
C (2.732, -2.481, 2.636)
C (2.963, -3.791, 2.347)
C (1.411, -0.439, 2.260)
C (1.519, 0.867, 2.103)
H (0.594, -4.324, -0.024)
H (0.132, -1.996, 0.424)
H (3.322, -1.978, 3.391)
H (3.762, -4.306, 2.872)

The value obtained for the highest occupied orbital energy is -0.0958 Ha. The maximum force is 0.047 Eh/bohr. The value obtained for the energy above the lowest of the compared OMol25 structures with the same formula, charge and spin is 3.4 kcal per mole. The charge is -1. Its total energy is -29140.1180 eV. The calculation puts the orbital gap at 4.3 eV.

Entry from the OMol25 dataset: C17H15N5OS in the gas phase in a non-equilibrium geometry (wB97M-V/def2-TZVPD).

Positions of all 39 atoms, in Å:
O (-1.973, -1.510, -2.797)
N (3.871, -0.262, 1.069)
N (0.423, -0.786, -1.016)
S (2.530, 0.451, 3.467)
C (-1.330, -0.896, -3.670)
C (3.783, -0.347, -0.248)
C (1.322, -0.268, -0.187)
C (2.676, -0.049, 1.799)
C (-1.979, -0.379, -4.968)
C (-1.162, -0.050, -5.973)
C (0.330, -0.393, -5.931)
C (1.395, -0.075, 1.260)
C (0.937, -0.854, -4.776)
C (0.813, 0.533, 3.415)
C (0.334, 0.067, 2.187)
C (0.189, -0.992, -3.554)
C (0.891, -0.926, -2.364)
N (2.484, -0.241, -0.909)
N (2.170, -0.724, -2.240)
N (-1.547, 0.564, 4.214)
C (-2.540, 0.896, 5.212)
C (-0.139, 0.987, 4.541)
C (-1.096, -0.152, 1.841)
C (-1.989, 0.656, 2.757)
H (4.611, -0.525, -1.000)
H (-3.052, -0.130, -4.960)
H (-1.480, 0.274, -6.862)
H (0.921, -0.359, -6.807)
H (1.903, -1.059, -5.045)
H (2.666, -0.300, -2.987)
H (-2.183, 0.765, 6.256)
H (-3.411, 0.271, 5.018)
H (-2.806, 1.901, 5.191)
H (0.198, 0.705, 5.547)
H (-0.200, 2.139, 4.416)
H (-1.326, 0.207, 0.873)
H (-1.331, -1.283, 2.044)
H (-3.002, 0.433, 2.638)
H (-1.901, 1.708, 2.548)

The value obtained for the highest occupied orbital energy is -0.2636 Ha. The maximum force is 0.101 Eh/bohr. The value obtained for the energy above the lowest of the compared OMol25 structures with the same formula, charge and spin is 143.6 kcal per mole. Its SMILES is CN1CCc2c(sc3c2C2=N/C(=C4/C=CC=CC4=O)NN2C=N3)C1. Its total energy is -38200.6178 eV. The calculation puts the orbital gap at 6.9 eV.

Entry from the OMol25 dataset: a molecular structure, C17H15N6O2RuSTe in a non-equilibrium geometry (wB97M-V/def2-TZVPD).

Positions of all 43 atoms, in Å:
Ru (-13.827, 3.907, 1.097)
C (-15.413, 1.150, 1.714)
C (-16.085, 2.218, 2.207)
C (-17.109, 2.018, 3.223)
C (-17.838, 3.040, 3.684)
C (-17.672, 4.366, 3.129)
C (-18.482, 5.421, 3.545)
C (-18.339, 6.686, 3.013)
C (-17.346, 6.863, 2.034)
C (-16.466, 5.840, 1.648)
S (-15.235, 6.230, 0.490)
C (-16.636, 4.543, 2.198)
N (-15.766, 3.531, 1.837)
H (-15.646, 0.151, 2.076)
H (-14.348, 2.121, 3.728)
H (-14.643, 1.241, 0.980)
H (-17.237, 1.025, 3.620)
H (-18.535, 2.886, 4.500)
H (-19.237, 5.255, 4.304)
H (-19.023, 7.505, 3.341)
H (-17.245, 7.854, 1.573)
N (-12.367, 6.674, 4.194)
C (-13.420, 5.965, 3.736)
N (-13.061, 5.408, 2.629)
C (-11.748, 5.672, 2.483)
N (-11.279, 6.508, 3.412)
C (-11.052, 5.049, 1.372)
C (-9.656, 5.060, 1.310)
N (-8.903, 4.404, 0.418)
C (-9.667, 3.646, -0.435)
C (-11.036, 3.587, -0.422)
N (-11.798, 4.294, 0.471)
H (-12.272, 7.200, 5.027)
H (-14.385, 5.960, 4.246)
H (-9.162, 5.700, 2.042)
H (-9.148, 3.004, -1.132)
H (-11.572, 2.978, -1.107)
O (-12.938, 2.795, 2.681)
O (-13.629, 2.757, 3.916)
Te (-14.546, 4.770, -2.188)
C (-14.446, 3.206, -0.757)
H (-13.816, 2.432, -1.201)
H (-15.443, 2.803, -0.646)

The value obtained for the highest occupied orbital energy (spin up / spin down) is 0.0577 / -0.0424 Ha. The maximum force is 0.078 Eh/bohr. Its multiplicity is 6. The value obtained for the energy above the lowest of the compared OMol25 structures with the same formula, charge and spin is 23.5 kcal per mole. The charge is -2. Its total energy is -51612.1387 eV. The calculation puts the orbital gap (spin up / spin down) at 2.8 / 5.3 eV.

Entry from the OMol25 dataset: C17H15NO3 in the gas phase in a non-equilibrium geometry (wB97M-V/def2-TZVPD).

Positions of all 36 atoms, in Å:
C (3.794, -1.715, 2.931)
C (2.363, -1.477, 2.410)
C (1.506, -2.602, 1.947)
C (0.336, -2.415, 1.626)
C (-0.041, -1.149, 1.592)
C (0.608, -0.075, 2.242)
C (1.917, -0.214, 2.746)
H (2.467, 0.438, 2.814)
H (0.124, 0.768, 2.153)
O (-1.502, -0.833, 1.329)
C (-2.367, -1.870, 0.522)
H (-3.200, -1.439, 0.360)
H (-2.159, -2.682, 0.796)
C (-1.634, -1.821, -0.893)
N (-0.992, -0.560, -1.367)
C (-1.888, 0.633, -1.348)
O (-2.996, 0.685, -1.527)
C (-0.958, 1.807, -1.549)
C (-1.365, 3.064, -1.983)
C (-0.255, 3.985, -1.827)
C (1.179, 3.444, -1.823)
C (1.305, 2.125, -1.370)
C (0.214, 1.266, -1.449)
C (0.204, -0.136, -1.089)
O (1.147, -1.164, -1.299)
H (2.359, 1.850, -1.506)
H (2.086, 4.334, -1.843)
H (-0.500, 4.935, -2.160)
H (-2.257, 3.462, -1.836)
H (-2.265, -2.084, -1.611)
H (-0.738, -2.538, -0.931)
H (-0.170, -3.380, 1.279)
H (2.005, -3.624, 2.030)
H (4.308, -0.969, 3.585)
H (4.547, -1.745, 2.039)
H (3.782, -2.828, 3.368)

The value obtained for the highest occupied orbital energy is -0.2958 Ha. The maximum force is 0.361 Eh/bohr. The value obtained for the energy above the lowest of the compared OMol25 structures with the same formula, charge and spin is 299.9 kcal per mole. Its SMILES is Cc1ccc(OCCN2C(=O)c3ccccc3C2=O)cc1. Its total energy is -25493.4002 eV. The calculation puts the orbital gap at 7.5 eV.

Entry from the OMol25 dataset: 2 unconnected molecules or ions with the total composition C17H15NO3 in a non-equilibrium geometry (wB97M-V/def2-TZVPD).

Positions of all 36 atoms, in Å:
C (-2.386, 0.922, 1.714)
C (-2.437, -0.410, 1.433)
C (-1.324, -1.217, 1.634)
N (-1.396, -2.630, 1.326)
O (-0.395, -3.331, 1.513)
O (-2.456, -3.088, 0.885)
C (-0.144, -0.672, 2.128)
C (-0.063, 0.656, 2.421)
C (-1.188, 1.517, 2.222)
O (-1.127, 2.725, 2.481)
H (-3.240, 1.558, 1.562)
H (-3.335, -0.872, 1.050)
H (0.697, -1.334, 2.273)
H (0.839, 1.093, 2.815)
C (1.321, 5.079, 3.956)
C (2.012, 5.943, 2.878)
C (3.242, 5.170, 2.518)
C (3.315, 4.020, 3.236)
C (2.223, 3.883, 4.133)
C (2.020, 2.850, 5.094)
C (2.876, 1.731, 5.186)
C (2.686, 0.773, 6.154)
C (1.648, 0.887, 7.064)
C (0.787, 1.968, 6.992)
C (0.960, 2.930, 6.025)
H (1.213, 5.616, 4.905)
H (0.322, 4.752, 3.642)
H (1.374, 6.090, 1.995)
H (2.273, 6.941, 3.255)
H (3.984, 5.501, 1.808)
H (4.124, 3.316, 3.155)
H (3.690, 1.631, 4.490)
H (3.352, -0.073, 6.216)
H (1.512, 0.138, 7.828)
H (-0.015, 2.057, 7.707)
H (0.288, 3.769, 5.987)

The value obtained for the highest occupied orbital energy is -0.2230 Ha. The maximum force is 0.044 Eh/bohr. The value obtained for the energy above the lowest of the compared OMol25 structures with the same formula, charge and spin is 164.8 kcal per mole. Its total energy is -25499.2579 eV. The calculation puts the orbital gap at 2.8 eV.

Entry from the OMol25 dataset: a molecular structure, C17H16Cl2Fe in a non-equilibrium geometry (wB97M-V/def2-TZVPD).

Positions of all 36 atoms, in Å:
C (1.972, -2.056, 0.733)
C (2.084, -2.325, -0.666)
C (0.758, -2.530, -1.179)
H (3.008, -2.413, -1.233)
C (-0.153, -2.404, -0.085)
C (0.599, -2.118, 1.086)
H (0.195, -2.057, 2.088)
H (2.797, -1.902, 1.416)
H (0.505, -2.838, -2.189)
H (-1.224, -2.573, -0.144)
Fe (0.985, 0.152, -1.211)
Cl (2.398, 1.068, 0.146)
C (0.984, 1.796, -2.618)
C (-0.235, 1.074, -2.844)
C (0.094, -0.251, -3.256)
H (-1.227, 1.492, -2.758)
C (1.524, -0.375, -3.260)
C (2.072, 0.915, -2.936)
H (3.114, 1.206, -2.994)
H (1.062, 2.830, -2.312)
H (-0.618, -1.007, -3.576)
H (2.086, -1.250, -3.572)
Cl (-0.179, 3.354, 1.218)
C (-1.007, 2.128, 2.066)
C (-1.219, 2.255, 3.429)
C (-1.926, 1.265, 4.135)
C (-2.313, 0.096, 3.474)
C (-2.071, -0.075, 2.122)
C (-1.494, 0.976, 1.350)
C (-1.344, 0.889, -0.044)
H (-0.856, 3.144, 3.936)
H (-2.143, 1.406, 5.196)
H (-2.829, -0.687, 4.027)
H (-2.354, -0.995, 1.612)
H (-1.726, -0.011, -0.540)
H (-1.318, 1.819, -0.618)

The value obtained for the highest occupied orbital energy (spin up / spin down) is -0.1283 / -0.1302 Ha. The maximum force is 0.065 Eh/bohr. Its multiplicity is 6. The value obtained for the energy above the lowest of the compared OMol25 structures with the same formula, charge and spin is 3.1 kcal per mole. The charge is -1. Its total energy is -77320.0613 eV. The calculation puts the orbital gap (spin up / spin down) at 6.6 / 5.6 eV.